Here is C53H48As2Cl2N2O10Pd as an isolated structure at a distorted geometry from the Open Molecules 2025 dataset. Energies are from ωB97M-V/def2-TZVPD.

- orbital gap (Ha) = 0.1144
- net charge = -2

CARTESIAN COORDINATES (ANGSTROEM)
Pd  -0.77  -0.33  -0.62
O  -1.94  1.33  -0.44
C  -1.70  2.60  -0.87
C  -0.20  3.00  -0.68
C  0.78  2.15  -1.44
C  1.31  2.56  -2.65
C  2.26  1.76  -3.28
C  2.66  0.59  -2.65
C  2.06  0.22  -1.45
C  2.46  -1.03  -0.73
C  1.53  -2.27  -1.02
O  0.26  -2.08  -0.53
C  1.58  -2.54  -2.56
C  2.70  -3.13  -3.16
C  2.80  -3.26  -4.54
C  1.76  -2.82  -5.36
C  0.64  -2.25  -4.77
C  0.55  -2.11  -3.39
C  2.08  -3.52  -0.31
C  3.38  -3.65  0.17
C  3.80  -4.84  0.76
C  2.93  -5.92  0.89
C  1.62  -5.78  0.42
C  1.21  -4.60  -0.17
N  1.11  0.97  -0.89
C  -2.56  3.53  0.01
C  -2.27  4.87  0.29
C  -3.07  5.63  1.13
C  -4.19  5.06  1.73
C  -4.50  3.73  1.46
C  -3.69  2.98  0.62
C  -2.06  2.84  -2.36
C  -2.03  4.11  -2.95
C  -2.30  4.29  -4.30
C  -2.63  3.19  -5.10
C  -2.68  1.93  -4.52
C  -2.39  1.75  -3.16
H  0.00  2.90  0.38
H  -0.04  4.04  -0.98
H  0.99  3.50  -3.09
H  2.68  2.05  -4.23
H  3.41  -0.06  -3.10
H  2.40  -0.86  0.34
H  3.48  -1.28  -1.02
H  3.52  -3.49  -2.54
H  3.68  -3.72  -4.98
H  1.83  -2.92  -6.44
H  -0.19  -1.92  -5.39
H  -0.35  -1.68  -2.95
H  4.07  -2.83  0.11
H  4.82  -4.93  1.14
H  3.26  -6.84  1.35
H  0.92  -6.61  0.51
H  0.19  -4.47  -0.53
H  -1.39  5.34  -0.14
H  -2.82  6.66  1.33
H  -4.81  5.65  2.40
H  -5.36  3.27  1.92
H  -3.89  1.93  0.43
H  -1.79  4.98  -2.35
H  -2.24  5.28  -4.73
H  -2.84  3.33  -6.15
H  -2.94  1.06  -5.11
H  -2.42  0.76  -2.72
Cl  -3.40  -2.34  -4.22
C  -3.85  -2.60  -2.54
C  -4.90  -3.44  -2.28
C  -5.31  -3.68  -0.96
C  -4.64  -3.02  0.07
C  -3.60  -2.17  -0.18
Cl  -2.90  -1.33  1.15
C  -3.07  -1.91  -1.52
N  -2.05  -1.17  -1.87
H  -5.41  -3.92  -3.11
H  -6.13  -4.35  -0.75
H  -4.95  -3.16  1.10
C  -3.59  2.13  5.39
O  -2.31  2.23  4.78
C  -1.91  1.10  4.13
O  -2.64  0.13  4.10
C  -0.62  1.26  3.40
C  0.13  2.40  3.56
As  0.70  2.29  5.41
C  2.06  3.70  5.64
C  1.99  0.82  4.87
C  1.74  -0.11  3.94
As  0.26  -0.26  2.52
C  -0.52  -1.76  3.54
C  2.67  -1.28  3.78
O  2.74  -1.97  2.80
O  3.41  -1.55  4.88
C  4.39  -2.58  4.69
C  3.32  0.93  5.58
O  4.30  1.37  5.06
O  3.35  0.64  6.90
C  2.24  -0.06  7.49
C  1.21  2.83  2.63
O  1.95  2.13  2.00
O  1.40  4.18  2.56
C  0.29  5.03  2.90
H  -3.82  3.13  5.75
H  -3.58  1.43  6.22
H  -4.34  1.81  4.67
H  1.56  4.61  5.95
H  2.63  3.87  4.72
H  2.74  3.39  6.43
H  -0.37  -1.62  4.61
H  0.00  -2.65  3.19
H  -1.58  -1.86  3.34
H  4.97  -2.60  5.61
H  5.03  -2.35  3.84
H  3.91  -3.54  4.51
H  2.64  -0.60  8.34
H  1.80  -0.77  6.79
H  1.47  0.63  7.82
H  0.54  6.01  2.49
H  0.16  5.12  3.98
H  -0.64  4.68  2.46

Here is C20H17Cl7N4NiO4 as an isolated structure at a distorted geometry from the Open Molecules 2025 dataset. Energies are from ωB97M-V/def2-TZVPD.

- orbital gap (Ha) = 0.2541
- energy above the lowest of the compared OMol25 structures with the same formula, charge and spin (eV) = 1.343

CARTESIAN COORDINATES (ANGSTROEM)
Ni  0.81  1.22  -1.16
Cl  1.13  -2.39  -7.38
C  1.33  -1.67  -5.81
C  2.12  -2.33  -4.86
C  2.30  -1.79  -3.62
Cl  3.28  -2.61  -2.45
C  1.68  -0.56  -3.22
O  1.87  -0.09  -2.06
C  0.89  0.08  -4.22
C  0.30  1.34  -3.95
O  0.30  1.94  -2.86
C  0.73  -0.49  -5.51
H  2.60  -3.26  -5.11
H  -0.20  1.84  -4.78
H  0.12  0.03  -6.24
Cl  1.77  3.76  0.84
C  0.11  3.30  0.79
C  -0.34  2.42  -0.20
C  -1.72  2.30  -0.34
Cl  -2.36  1.28  -1.59
C  -2.63  2.90  0.54
Cl  -4.33  2.70  0.36
C  -2.13  3.67  1.58
Cl  -3.19  4.35  2.78
C  -0.76  3.89  1.70
Cl  -0.16  4.87  3.00
N  -1.87  1.74  4.25
C  -1.51  0.48  3.48
C  -2.81  -0.14  2.89
N  -2.73  -0.60  1.55
H  -1.08  2.14  4.75
H  -2.60  1.52  4.93
H  -2.24  2.48  3.64
H  -1.02  -0.18  4.20
H  -0.80  0.76  2.70
H  -3.60  0.62  2.98
H  -3.12  -0.97  3.52
H  -2.30  -1.51  1.39
H  -2.31  0.05  0.91
C  1.29  -4.33  0.93
N  1.51  -2.89  0.94
C  2.74  -2.40  1.26
C  3.03  -1.09  1.20
C  2.00  -0.25  0.65
O  2.23  0.95  0.32
N  0.77  -0.71  0.43
C  0.45  -2.01  0.59
O  -0.68  -2.48  0.45
H  1.51  -4.75  1.91
H  1.91  -4.80  0.18
H  0.24  -4.50  0.70
H  3.47  -3.14  1.57
H  4.01  -0.69  1.44

| no. | E_HOMO (eV) | LUMO energy (eV) |
| --- | --- | --- |
| 1 | -0.3 | 2.844 |
| 2 | -7.6 | -0.712 |